# 1
175
Properties=species:S:1:pos:R:3:forces:R:3 method="wB97M-V/def2-TZVPD" e_tot_ev=-97956.54177 charge=0 relative_energy_kcal_mol=54.0
C -1.79197 5.45614 -7.17695 0.40 0.21 -0.09
C -2.40579 4.52339 -6.14562 0.04 -1.33 0.29
C -1.38879 3.45688 -5.70978 -0.89 0.40 0.26
O -1.97447 2.70693 -4.65734 0.02 -0.32 -0.60
C -1.15328 1.60163 -4.32736 0.35 0.34 0.79
N -2.98922 5.28729 -5.05986 -0.62 1.30 0.31
H -0.86221 5.89478 -6.80496 -0.17 0.11 0.36
H -2.47021 6.27975 -7.39629 -0.02 -0.05 -0.12
H -1.47434 4.97812 -8.10664 -0.44 -0.27 -0.02
H -3.21860 3.91135 -6.55680 0.10 0.12 -0.57
H -0.43016 3.89249 -5.40795 0.04 -0.05 0.06
H -1.26289 2.78016 -6.56165 0.38 0.13 -0.14
H -0.74630 1.02860 -5.16707 -0.34 0.22 -0.46
H -1.72767 0.91454 -3.70672 -0.11 0.09 0.11
H -0.29669 2.02315 -3.78854 -0.06 -0.59 -0.04
H -3.94080 5.51481 -5.32699 0.15 0.33 -0.14
H -3.12654 4.91349 -4.13156 0.78 -0.86 -0.24
C 7.88994 -1.78221 2.32539 0.18 0.59 -0.83
C 6.98669 -0.55634 2.13080 1.15 -1.17 -0.45
C 5.62434 -0.76071 2.75926 -0.27 1.60 -0.26
O 4.80466 0.39717 2.44083 -0.08 -0.66 0.91
C 4.23042 0.40247 1.15863 1.11 1.22 -0.58
N 7.63123 0.60581 2.74213 -1.25 0.15 0.32
H 8.30872 -1.77777 3.33003 -0.29 -0.44 0.12
H 8.73233 -1.67252 1.63557 0.14 0.03 0.13
H 7.39858 -2.69688 1.99376 -0.08 -0.14 0.54
H 6.90133 -0.41441 1.04533 -0.33 -0.07 -0.02
H 5.80531 -0.68563 3.83228 -0.33 -0.33 0.13
H 5.06859 -1.65400 2.47708 0.37 -0.27 -0.03
H 4.98295 0.10835 0.41729 -0.35 -0.51 -0.08
H 4.12377 1.46978 0.94259 -0.59 -0.15 -0.17
H 3.27869 -0.11833 1.02562 0.11 -0.22 0.34
H 6.92204 1.32615 2.61992 0.51 0.46 0.22
H 8.49143 0.89451 2.29899 -0.06 -0.13 -0.27
C 2.48358 -3.15853 -3.98010 -0.06 0.79 -1.21
C 1.69760 -2.09167 -3.18485 -0.14 -1.54 -0.73
C 0.55858 -1.45689 -4.02464 0.85 -0.66 0.30
O -0.13442 -2.55532 -4.60840 -0.25 1.07 -0.20
C -1.14255 -2.05553 -5.47673 -0.82 -0.63 -0.16
N 1.05500 -2.83573 -2.06409 -0.20 1.39 0.05
H 1.99143 -4.12319 -4.09711 -0.15 0.05 0.42
H 3.46709 -3.26593 -3.52448 0.02 -0.25 -0.09
H 2.59102 -2.80865 -5.01295 0.44 0.01 0.04
H 2.49673 -1.39039 -2.94916 -0.63 0.54 0.82
H 0.93303 -0.81403 -4.82823 0.31 -0.04 0.07
H -0.13181 -0.84029 -3.44002 0.08 -0.09 0.28
H -0.89971 -1.13270 -6.00675 0.62 -0.19 -0.12
H -2.07898 -1.82591 -4.96024 0.12 -0.06 0.29
H -1.36186 -2.87285 -6.16204 -0.03 0.19 -0.22
H 0.40483 -3.41232 -2.59017 -0.15 -0.26 0.44
H 1.71195 -3.47022 -1.62447 0.07 0.05 -0.05
C 1.29729 1.45257 -1.40196 0.18 0.02 0.90
C 2.05130 2.55052 -2.04128 0.71 2.95 -1.15
C 3.33266 2.19687 -2.78050 -0.11 0.11 -0.45
O 4.32666 1.89955 -1.82243 0.28 -0.01 -0.15
C 5.40530 1.13210 -2.30359 -0.38 -1.03 0.45
N 1.13827 3.28359 -2.95902 -0.57 -0.33 -0.06
H 1.96224 0.85771 -0.77150 0.05 -0.34 -0.39
H 0.77092 0.90680 -2.18523 -0.05 -0.34 0.34
H 0.61836 1.90618 -0.67606 -0.45 -0.19 -0.28
H 2.33089 3.36637 -1.36147 0.40 -0.77 0.85
H 3.66075 3.03631 -3.40658 -0.05 0.29 0.21
H 3.18153 1.40934 -3.53272 -0.05 -0.51 0.39
H 6.08060 0.95028 -1.46784 0.15 0.38 -0.01
H 5.96145 1.51378 -3.16225 -0.18 0.44 0.02
H 5.03378 0.12994 -2.55556 0.01 -0.03 -0.33
H 1.48439 4.18989 -3.26011 0.54 -0.19 0.10
H 0.35820 3.56753 -2.36157 -0.08 -0.01 -0.19
C 1.12480 6.20584 3.01400 -0.01 -0.97 1.20
C 2.28903 5.89377 2.08225 0.03 0.17 -0.69
C 2.79003 4.42782 1.97075 -0.58 0.01 0.99
O 1.74521 3.45375 1.78001 1.52 0.67 -0.78
C 1.86776 2.36209 2.66720 1.30 2.81 -0.75
N 1.90544 6.43433 0.76913 0.64 -0.77 -0.65
H 0.20481 5.76085 2.63364 -0.02 -0.02 -0.01
H 0.92031 7.24637 3.26349 0.36 0.26 -0.86
H 1.30688 5.81106 4.02298 0.00 -0.47 -0.11
H 3.18290 6.41930 2.43568 -0.05 0.23 -0.09
H 3.33941 4.15933 2.88145 -0.18 0.06 0.24
H 3.55440 4.35225 1.19198 -0.28 0.06 -0.36
H 2.86044 1.93179 2.85111 0.22 0.04 -1.51
H 1.14773 1.61926 2.32982 0.25 0.56 -0.07
H 1.70637 2.76501 3.67956 0.30 0.79 -2.00
H 1.23799 5.78007 0.34753 -0.58 0.35 0.25
H 2.68994 6.24783 0.13953 0.13 0.52 0.10
C 0.94667 -6.07003 4.38717 0.48 1.19 1.92
C -0.23281 -5.62837 5.30788 -0.34 -0.05 -2.20
C -0.42632 -4.12686 5.44283 -0.46 -0.02 0.80
O -0.56569 -3.47464 4.20626 0.14 0.01 -0.05
C -0.74843 -2.08385 4.35330 0.00 -0.05 -0.46
N -1.42191 -6.32332 4.76480 -0.17 -0.43 1.49
H 0.96245 -7.15669 4.34319 0.09 0.00 -0.19
H 1.85265 -5.73033 4.89981 0.33 -0.25 -0.37
H 0.94330 -5.60725 3.40370 -0.34 -0.09 -0.03
H -0.08463 -5.98068 6.33007 0.08 -0.20 -0.05
H 0.35183 -3.70718 6.09739 0.56 0.07 -0.57
H -1.31776 -3.91438 6.05267 -0.30 -0.36 -0.17
H -1.54754 -1.83335 5.06040 0.08 -0.13 0.18
H -1.03748 -1.68038 3.38126 0.05 -0.09 -0.05
H 0.18935 -1.59927 4.63635 -0.09 0.06 0.26
H -1.05054 -7.24769 4.59766 -0.67 -0.26 -0.26
H -1.85032 -5.99696 3.91616 0.42 0.56 -0.24
C -1.90421 -4.89617 -1.41925 -0.68 -1.15 0.37
C -2.92707 -4.79132 -2.55395 -0.48 0.97 0.70
C -4.39360 -4.94121 -2.14432 -0.31 -0.19 -0.17
O -4.63767 -6.28768 -1.77541 -0.17 -0.35 0.02
C -5.70002 -6.43482 -0.87202 -0.54 -0.44 0.93
N -2.85612 -3.49757 -3.25025 1.10 0.65 0.28
H -2.10019 -5.81952 -0.86147 0.09 -0.17 -0.23
H -1.95096 -4.14518 -0.62862 0.10 0.53 -0.50
H -0.92230 -5.01956 -1.87546 0.19 0.32 0.30
H -2.66089 -5.57536 -3.26419 -0.33 -0.04 -0.13
H -5.03230 -4.62612 -2.97976 0.12 -0.45 -0.38
H -4.76010 -4.24734 -1.37802 0.77 0.00 0.49
H -5.39328 -6.28965 0.16590 0.24 0.93 0.09
H -6.09363 -7.44791 -0.74181 0.40 -0.31 -1.10
H -6.57220 -5.82673 -1.11825 0.11 0.29 0.00
H -1.86298 -3.26556 -3.30878 0.05 -0.31 -0.68
H -3.11707 -2.73395 -2.61643 -0.65 -0.38 0.26
C -1.00685 -0.35956 0.38491 0.40 0.31 0.16
O -1.74104 0.40227 1.03630 -0.12 -0.65 -0.45
N -1.29939 -0.92919 -0.80670 -0.49 0.72 0.66
N 0.23601 -0.67228 0.84973 -0.46 -0.07 0.01
H -0.56864 -1.46472 -1.24723 -0.21 -0.47 -0.29
H -2.24725 -0.84071 -1.14206 0.07 -0.12 -0.33
H 0.91233 -0.96597 0.16089 0.24 -0.07 0.48
H 0.46388 -0.25082 1.73890 0.62 -0.09 -0.24
C -6.18044 1.41836 0.43326 -0.64 -0.89 -1.07
O -6.98767 1.22170 -0.49295 0.37 0.44 0.79
N -4.86135 1.17247 0.32076 0.78 0.30 0.45
N -6.53693 1.83554 1.68567 0.40 -0.10 -0.51
H -4.41212 0.84078 -0.51526 -0.47 -0.19 -0.18
H -4.29827 1.17926 1.16140 0.02 -0.01 -0.47
H -7.50589 1.91141 1.92165 0.03 0.10 0.15
H -5.76821 1.96648 2.32293 -0.76 0.24 0.28
C 1.63850 0.83714 4.33062 -0.38 -0.88 1.48
O 1.69268 -0.00847 3.43427 -0.44 -0.52 1.22
N 0.61196 1.71942 4.49909 -2.50 -2.70 2.14
N 2.63293 1.03877 5.23218 0.75 -0.34 0.61
H -0.19581 1.65312 3.90152 0.14 0.03 0.05
H 0.56957 2.37017 5.25683 0.03 -0.05 0.22
H 2.66448 1.80801 5.87318 -0.40 0.16 -0.01
H 3.39843 0.39921 5.36132 -0.06 -0.16 -0.66
C -5.27551 -1.08556 -2.90877 0.78 0.68 -1.08
O -4.45568 -1.13257 -1.97310 -0.77 0.02 -0.22
N -6.35269 -0.24975 -2.98348 0.36 -0.01 1.90
N -5.08559 -1.77498 -4.07548 -0.26 0.31 0.53
H -6.58545 0.27795 -2.13440 -0.02 -0.01 -0.26
H -6.84526 -0.04947 -3.82722 0.00 -0.12 -0.22
H -5.86324 -1.72644 -4.70189 0.22 -0.47 -0.49
H -4.29608 -2.40017 -4.17593 -0.20 -0.25 -0.07
C -3.75753 2.22449 3.37066 -0.03 -0.47 -0.81
O -3.54968 3.11569 2.53912 0.23 -0.16 1.02
N -3.45125 0.92617 3.09152 0.36 0.35 0.06
N -4.40760 2.41275 4.54420 -0.31 0.97 0.28
H -2.69720 0.79831 2.41981 -0.15 -0.52 -0.32
H -3.84804 0.14330 3.57652 0.16 0.00 0.20
H -4.48649 1.69806 5.24136 0.17 -0.07 0.03
H -4.52377 3.37237 4.82852 -0.19 -0.11 0.01
C 3.20273 -3.45184 3.67924 0.30 -1.99 -1.05
O 3.87004 -4.48434 3.70062 -0.05 0.71 0.65
N 2.99348 -2.61255 4.71867 -0.20 0.58 -0.23
N 2.56308 -3.10721 2.50539 0.09 1.00 0.63
H 3.29668 -2.82293 5.64837 0.14 -0.16 -0.05
H 2.40037 -1.82526 4.51818 0.01 0.24 0.37
H 1.86931 -2.37775 2.57931 -0.19 -0.19 -0.42
H 2.43156 -3.85959 1.85631 -0.06 -0.01 -0.01
C -1.26934 4.33596 -0.14473 1.15 0.17 -0.05
O -0.41938 4.93961 -0.82949 -0.70 -0.74 0.18
N -0.92600 3.56770 0.91394 0.71 -0.15 0.35
N -2.59768 4.38229 -0.38848 -0.56 0.34 -0.42
H -1.62534 3.27850 1.57650 -0.16 -0.21 -0.12
H 0.06760 3.39876 1.10647 -0.65 0.58 -0.03
H -2.86290 4.60671 -1.33245 -0.09 0.18 0.17
H -3.23288 3.84738 0.18127 0.01 -0.16 -0.11

***

# 2
35
Properties=species:S:1:pos:R:3:forces:R:3 method="wB97M-V/def2-TZVPD" e_tot_ev=-20162.26921 charge=0 relative_energy_kcal_mol=321.8
C 3.90371 -0.01404 0.93846 3.00 0.52 -2.14
H 3.66375 1.08151 0.58798 0.72 -1.92 0.84
C 2.59251 -0.71606 1.36839 9.81 -1.28 6.92
H 2.44688 -0.23502 2.35496 -1.28 -0.11 -0.65
C 1.73404 -0.68305 0.36261 -8.54 -3.20 -1.97
N 0.49371 -1.42048 1.15294 -0.49 -0.48 0.20
C -0.45673 -0.56139 1.96075 -6.01 -10.93 -9.45
H 0.00723 0.18424 2.05807 5.96 11.12 2.74
C -1.68755 -0.24260 0.79991 -2.53 3.02 4.55
N -1.22384 0.30718 -0.45669 -0.76 -6.62 0.20
C -0.93809 -0.78723 -1.33676 4.71 14.43 -7.31
O -0.35162 -0.43506 -2.48731 -2.92 -0.10 3.12
C -0.75575 -2.01552 -1.08979 -4.97 -10.82 8.45
H -0.64557 -2.68838 -1.83234 1.95 -1.48 -2.72
H -1.93525 -2.36483 -1.00583 1.70 0.52 0.54
C -0.14272 -2.50676 0.44153 3.20 2.73 -3.51
H 0.75207 -3.04594 0.06849 -0.92 -0.73 0.46
H -0.79960 -3.03759 1.05049 -1.18 -1.01 0.67
C -1.25842 1.66215 -0.83932 3.69 -1.32 7.89
H -0.38789 1.78793 -1.33212 1.91 0.99 -3.46
H -0.85561 2.15408 0.12888 -0.92 -0.15 -0.73
C -2.51761 2.09886 -1.16313 3.97 4.09 -10.49
N -2.52428 3.55669 -1.49206 -2.35 -0.17 3.04
N -1.72504 4.21966 -2.01715 5.70 5.06 -10.00
N -1.13103 4.85845 -2.96463 -3.76 -4.27 7.73
H -3.34536 2.04387 -0.72411 -6.28 -1.85 4.20
H -2.47843 1.78995 -2.28649 -1.59 -0.61 1.50
H -2.58257 -1.04758 0.68899 2.45 1.61 0.33
H -2.20970 0.67539 1.46894 0.74 -2.13 -2.08
H -0.97054 -1.11126 2.65939 -0.51 -0.87 2.28
H 1.24251 0.21443 0.17922 0.00 2.01 -1.13
H 1.92237 -1.30587 -0.52770 0.13 0.61 0.32
H 2.92053 -1.80726 1.70779 -0.90 1.98 -0.93
H 4.90635 -0.05483 1.58888 -2.72 0.31 -0.70
H 4.33753 -0.55365 -0.01121 -1.01 1.05 1.33

***

# 3
9
Properties=species:S:1:pos:R:3:forces:R:3 method="wB97M-V/def2-TZVPD" e_tot_ev=-22033.46128 charge=0 relative_energy_kcal_mol=39.9
N -1.31153 0.20128 0.05752 0.80 -2.66 4.50
N 1.20279 0.83107 -0.01503 0.56 -0.56 -1.44
O 1.77481 0.87577 -1.08601 0.03 0.84 1.09
O 1.15257 1.56245 0.91419 0.48 0.90 0.50
O 0.20896 -1.31333 1.35258 0.46 1.21 -0.31
O 0.42995 -1.37941 -1.09538 -0.05 0.78 0.30
S 0.16715 -0.62947 0.09253 -2.67 -2.55 -0.18
H -1.97956 -0.45649 0.60477 1.41 1.64 -1.03
H -1.64514 0.30813 -0.82516 -1.02 0.40 -3.42

***

The following orbital gap values (in eV) correspond, in order, to the records above: 8.34, 8.55, 10.89.
The following HOMO level values (in eV) correspond, in order, to the records above: -8.4659, -8.1007, -11.7446.
The following LUMO values (in hartree) correspond, in order, to the records above: -0.005, 0.016, -0.031.